{
  "formula": "C6H31NO12",
  "method": "ωB97M-V/def2-TZVPD",
  "symbols": ["C", "N", "C", "C", "C", "C", "C", "O", "H", "H", "H", "H", "H", "H", "H", "H", "H", "O", "H", "H", "O", "H", "H", "O", "H", "H", "O", "H", "H", "O", "H", "H", "O", "H", "H", "O", "H", "H", "O", "H", "H", "O", "H", "H", "O", "H", "H", "O", "H", "H"],
  "positions_angstrom": [[2.653, -2.961, 0.959], [1.651, -2.171, 0.974], [1.669, -0.778, 1.130], [2.352, -0.010, 1.998], [0.491, -0.083, 0.311], [0.805, -0.348, -1.161], [1.966, 0.498, -1.514], [1.966, 1.251, -2.456], [3.680, -2.618, 0.965], [2.416, -4.017, 0.737], [2.109, 1.117, 2.181], [3.165, -0.278, 2.619], [-0.447, -0.399, 0.610], [0.511, 0.972, 0.430], [1.094, -1.439, -1.250], [-0.003, -0.126, -1.911], [2.852, 0.480, -0.854], [1.417, -3.134, -2.555], [1.718, -2.856, -3.381], [0.448, -3.157, -2.499], [-3.222, 1.074, -0.525], [-4.019, 1.583, -0.794], [-2.481, 1.535, -1.037], [-1.398, -3.025, -2.633], [-1.513, -2.539, -3.426], [-1.637, -2.631, -1.895], [2.933, 2.960, -0.655], [2.792, 3.123, -1.512], [3.831, 2.650, -0.599], [-3.128, -1.459, -0.824], [-3.249, -0.610, -0.542], [-3.863, -1.901, -1.036], [-1.443, 2.459, -2.219], [-0.707, 1.985, -2.523], [-0.891, 3.100, -1.574], [-1.362, -0.558, 3.322], [-1.213, -1.317, 2.766], [-0.751, -0.278, 3.974], [-2.547, 1.613, 2.300], [-2.990, 1.424, 1.538], [-2.330, 0.844, 2.758], [-0.329, 3.082, 2.189], [0.394, 2.567, 2.607], [-1.166, 2.563, 2.394], [-1.245, -2.707, 1.685], [-1.951, -2.834, 1.146], [-0.370, -2.649, 1.115], [0.285, 3.580, -0.697], [1.156, 3.362, -0.642], [-0.101, 3.063, 0.007]],
  "atomic_forces_ev_per_a": [[-1.28, 0.39, -0.91], [0.39, -0.66, 0.21], [-1.56, 2.16, 0.51], [-0.85, 1.87, -0.28], [3.15, -0.65, -0.48], [-0.52, -1.34, -0.58], [0.26, 0.02, -0.43], [-0.08, 0.12, -0.59], [0.28, 0.04, 0.17], [0.40, 0.47, 0.48], [0.21, -2.21, -0.91], [0.62, -0.95, 0.53], [-1.84, -1.02, 0.58], [0.16, 0.93, 0.70], [-0.28, 1.17, -0.24], [0.54, -0.26, 0.93], [-0.16, -0.26, 0.04], [-0.15, -0.94, 2.53], [0.27, 0.65, -2.06], [0.02, 0.03, -0.62], [-0.03, 1.72, -0.55], [0.76, -0.54, 0.26], [-0.75, -0.49, 0.25], [2.64, -4.66, -4.53], [-0.50, 1.07, -0.51], [-2.33, 3.74, 5.12], [0.83, -0.36, 5.38], [-0.74, 0.80, -5.45], [0.47, -0.11, 0.18], [5.56, -2.57, -0.03], [-0.95, 3.93, 0.97], [-4.43, -2.13, -1.08], [-0.64, 2.34, 2.52], [1.63, -1.43, -1.15], [-1.28, -1.28, -1.94], [-1.97, 1.42, -0.03], [0.80, -1.10, -0.16], [1.19, -0.49, 0.47], [0.90, 3.63, 2.24], [-1.76, -0.96, -3.45], [0.65, -2.67, 1.13], [0.17, -0.98, 0.47], [-0.72, 0.54, -0.35], [0.71, 0.48, -0.47], [5.67, 0.69, 1.25], [-3.18, -0.43, -2.77], [-2.25, -0.26, 1.46], [-3.86, 1.22, -0.22], [4.10, -0.81, 0.20], [-0.29, 0.13, 1.23]],
  "relative_energy_kj_mol": 269.7,
  "spin_multiplicity": 1,
  "max_force_ev_per_a": 7.0,
  "charge": 0,
  "smiles": "C=NC(=C)CCC=O.O.O.O.O.O.O.O.O.O.O.O",
  "lumo_ev": 0.0,
  "energy_ha": -1204.73899
}